C50H40CaN2OP2S4 | wB97M-V/def2-TZVPD

Multiplicity: 1
Orbital gap: 6.447 eV
Energy: -5067.37149 Ha
Total charge: -2

```
100
Properties=species:S:1:pos:R:3:forces:R:3:lowdin_charge:R:1
Ca -0.99451 -0.08843 -0.41768 0.458 -0.246 -0.704 1.030
C 1.21461 -0.54991 2.09166 -0.071 -0.003 -0.072 -0.022
C 0.80849 0.77826 1.52279 -0.020 0.368 0.095 -0.343
N 1.09771 1.01779 0.29461 0.109 0.201 -0.134 -0.008
N 1.00484 2.32523 -0.12391 0.153 0.367 0.247 -0.061
C 0.35802 2.74548 -1.14613 -0.212 -0.199 0.259 -1.130
S -0.81915 2.00746 -2.17901 0.389 0.142 -0.163 0.428
S 0.67155 4.49888 -1.47017 0.099 -0.113 0.168 0.827
C 0.82225 5.14700 0.21862 0.147 -0.013 0.024 -0.443
C 2.10017 5.01096 1.03511 -0.115 -0.006 -0.119 -0.268
C 2.08455 5.52801 2.32994 0.056 0.084 0.062 -0.080
C 3.19930 5.44337 3.15572 -0.056 -0.022 -0.119 -0.112
C 4.35656 4.82693 2.69452 -0.046 -0.028 -0.091 -0.118
C 4.38118 4.30728 1.40496 -0.081 0.033 0.014 -0.084
C 3.26295 4.40277 0.58224 0.011 -0.050 -0.001 -0.049
C 0.02262 1.74065 2.35477 0.134 0.057 -0.034 -0.127
C 0.60870 2.59744 3.27405 -0.028 -0.114 -0.025 -0.054
C -0.15548 3.52141 3.98117 -0.142 -0.084 -0.076 -0.140
C -1.52764 3.56865 3.74222 0.092 -0.085 -0.019 -0.121
C -2.12858 2.72144 2.82251 0.014 0.009 0.032 -0.034
C -1.37716 1.78265 2.08523 -0.056 -0.123 -0.125 -0.380
O -1.92206 0.98703 1.19670 0.105 0.793 0.852 -0.342
H 1.58544 -1.21392 1.30751 0.009 0.033 0.003 0.083
H 2.01696 -0.39226 2.81980 -0.015 0.014 -0.005 0.087
H 0.38459 -1.01765 2.62011 -0.020 0.000 0.023 0.044
H 0.61440 6.21253 0.09320 -0.050 0.042 0.041 0.066
H -0.00575 4.71996 0.78714 0.010 -0.031 0.066 0.077
H 1.17169 5.98227 2.70591 0.060 -0.033 -0.031 0.108
H 3.15780 5.84370 4.16317 -0.008 -0.013 -0.031 0.091
H 5.22456 4.73985 3.33809 -0.010 0.003 -0.018 0.088
H 5.26556 3.80116 1.03453 -0.016 0.023 0.015 0.096
H 3.28112 3.96467 -0.40640 -0.028 -0.032 -0.048 0.077
H 1.68573 2.56043 3.41687 -0.052 0.014 -0.013 0.113
H 0.31255 4.19673 4.68615 -0.006 0.001 0.005 0.082
H -2.14069 4.28403 4.28017 -0.014 0.010 0.007 0.086
H -3.19498 2.77369 2.63120 0.017 0.015 -0.001 0.101
C -5.06791 -1.11490 4.97576 0.048 -0.022 -0.031 -0.109
C -4.82777 -0.27137 3.89770 0.001 -0.041 0.025 -0.084
C -3.92828 -0.63913 2.90731 -0.010 0.023 0.021 -0.085
C -3.26271 -1.86690 2.96941 0.135 0.081 0.033 -0.348
C -3.50472 -2.70362 4.05646 -0.111 -0.038 0.023 -0.109
C -4.40291 -2.33111 5.05306 0.058 0.003 -0.075 -0.102
P -2.12987 -2.21361 1.55699 -0.463 -0.509 -0.427 1.116
C -1.18649 -3.69952 2.09872 0.022 0.105 0.109 -0.358
C -0.46238 -3.65451 3.29484 -0.024 -0.027 0.009 -0.131
C 0.35928 -4.70589 3.67639 -0.038 0.030 -0.059 -0.098
C 0.49501 -5.81595 2.85147 -0.022 0.025 -0.026 -0.107
C -0.19205 -5.85841 1.64649 -0.023 0.055 0.022 -0.085
C -1.02654 -4.81046 1.27274 0.022 -0.058 -0.016 -0.071
C -3.33350 -3.00102 0.36901 0.131 0.012 0.020 -0.314
C -4.25633 -3.90794 0.83030 -0.034 -0.025 -0.016 -0.109
C -5.08718 -4.62237 -0.05840 0.068 0.060 0.027 -0.102
C -4.96586 -4.42512 -1.40561 0.040 0.045 0.011 -0.061
C -4.03683 -3.49026 -1.92268 0.044 0.039 -0.020 -0.186
C -3.90331 -3.29421 -3.32298 -0.003 -0.004 0.110 -0.077
C -2.99603 -2.39415 -3.79987 0.058 0.081 0.078 -0.095
C -2.20615 -1.63064 -2.90101 -0.125 -0.039 -0.028 -0.162
C -2.27808 -1.74546 -1.52555 -0.523 -0.804 -0.162 -0.216
C -3.20716 -2.73306 -1.03739 0.058 0.073 -0.023 -0.220
H -5.75971 -0.82065 5.75728 0.011 -0.016 -0.027 0.091
H -5.33074 0.68710 3.83531 0.030 -0.029 -0.007 0.098
H -3.70477 0.03815 2.08955 0.002 -0.007 0.026 0.084
H -3.00471 -3.66199 4.12618 0.037 0.007 -0.005 0.095
H -4.58143 -2.99724 5.88988 0.009 0.012 -0.016 0.092
H -0.54491 -2.78435 3.93810 -0.011 -0.021 0.000 0.101
H 0.90556 -4.65040 4.61086 -0.014 0.003 -0.014 0.095
H 1.14544 -6.63402 3.13870 -0.016 0.024 -0.009 0.092
H -0.07615 -6.70858 0.98475 0.002 0.029 0.007 0.099
H -1.54638 -4.85374 0.32292 -0.005 -0.002 0.040 0.108
H -4.34445 -4.10026 1.89359 0.007 0.006 0.007 0.092
H -5.80302 -5.33678 0.33214 0.002 0.007 0.006 0.088
H -5.58033 -4.98807 -2.10308 0.007 0.024 0.017 0.099
H -4.52880 -3.87279 -3.99634 0.014 -0.007 0.018 0.094
H -2.88076 -2.25549 -4.87091 0.009 0.005 0.030 0.093
H -1.51300 -0.91569 -3.34652 -0.086 -0.077 0.048 0.043
S 4.35318 -2.56601 -4.32727 -0.019 0.067 0.016 0.061
P 3.04955 -1.20092 -3.69650 -0.022 0.070 -0.130 -0.065
S 1.75101 -1.65744 -2.27572 -0.090 -0.142 0.270 0.137
C 2.10936 -0.54228 -5.13879 0.032 0.018 -0.135 -0.384
C 0.79645 -0.11444 -4.98115 -0.050 0.077 -0.117 -0.135
C 0.10167 0.44756 -6.04939 0.066 -0.037 0.035 -0.088
C 0.71617 0.57908 -7.28634 0.084 -0.029 0.042 -0.116
C 2.03034 0.14820 -7.45328 -0.004 -0.042 0.117 -0.109
C 2.72379 -0.40962 -6.38538 -0.145 0.023 0.005 -0.112
C 3.97271 0.32198 -3.21268 0.068 0.023 0.073 -0.363
C 3.37187 1.57798 -3.28827 0.017 0.013 0.033 -0.074
C 4.07487 2.72134 -2.92775 -0.025 -0.049 0.007 -0.102
C 5.37889 2.62008 -2.45864 -0.027 -0.091 0.014 -0.120
C 5.97473 1.36796 -2.35240 -0.110 -0.024 -0.045 -0.106
C 5.27741 0.22644 -2.73561 0.005 0.125 -0.044 -0.120
H 0.33094 -0.20749 -4.00732 0.061 0.013 -0.052 0.010
H -0.91620 0.79182 -5.90419 0.026 -0.009 0.017 0.098
H 0.17765 1.02129 -8.11777 0.013 -0.019 0.008 0.086
H 2.51386 0.24532 -8.41903 0.004 0.000 0.004 0.087
H 3.74094 -0.76395 -6.50501 -0.006 0.007 -0.003 0.070
H 2.34696 1.66850 -3.63129 0.009 0.010 0.027 0.099
H 3.59607 3.69078 -3.00920 -0.021 -0.027 0.039 0.088
H 5.92391 3.51326 -2.17238 0.000 -0.015 -0.002 0.089
H 6.99004 1.28111 -1.98225 0.005 -0.012 0.005 0.087
H 5.74181 -0.75171 -2.69533 0.004 0.011 0.009 0.060
```
Forces are in eV/Å.



C50H40IN2O3P2Re | wB97M-V/def2-TZVPD

Multiplicity: 4
Orbital gap (spin up / spin down): 6.447 / 5.972 eV
Energy: -3322.36493 Ha
Total charge: +3

```
99
Properties=species:S:1:pos:R:3:forces:R:3:lowdin_spin:R:1
Re -0.77042 -0.36848 0.04275 0.078 0.069 0.095 2.484
C -1.69155 4.18683 -0.69372 0.023 0.039 -0.008 0.001
C -1.60391 3.70945 0.71988 -0.012 -0.026 -0.010 0.002
N -1.67064 4.60978 1.68402 -0.008 0.046 -0.047 0.005
C -1.71781 4.24006 2.96331 0.003 -0.077 0.043 0.004
C -1.78289 2.92352 3.37737 0.000 0.017 0.013 0.009
C -1.93603 2.59347 4.83693 -0.010 0.020 -0.007 0.001
O -0.97702 1.59328 5.19374 -0.004 -0.038 -0.017 0.001
C -1.68249 1.93644 2.37587 -0.003 0.054 -0.030 0.008
C -1.87100 0.55648 2.73323 -0.008 0.126 0.033 0.033
N -1.58064 -0.50895 2.04689 -0.007 0.008 -0.042 0.023
C -1.82242 -1.76734 2.71322 -0.048 -0.040 -0.044 0.004
C -1.90190 -1.86211 4.10063 -0.018 -0.064 0.056 0.001
C -2.18486 -3.07345 4.71160 0.011 -0.002 -0.024 0.000
C -2.36796 -4.22368 3.96006 -0.001 0.043 -0.011 0.000
C -2.24992 -4.16364 2.57943 -0.006 0.001 -0.005 0.003
C -1.97920 -2.94309 1.99012 0.007 0.000 0.059 0.013
I -1.76889 -2.89307 -0.08999 0.014 -0.171 0.018 0.053
C -1.51842 2.34784 1.05123 0.001 -0.047 0.119 0.020
O -1.34754 1.43268 0.07389 0.088 0.103 -0.089 0.175
H -1.30187 5.20040 -0.75641 0.004 -0.003 -0.008 0.000
H -2.74041 4.22205 -0.99720 -0.021 0.008 0.005 0.000
H -1.16918 3.53743 -1.38980 0.050 -0.050 -0.046 0.001
H -1.73508 5.04369 3.68916 0.000 0.023 0.025 0.000
H -2.95332 2.23861 5.04226 0.007 0.001 0.000 0.000
H -1.78523 3.50345 5.41897 -0.018 -0.004 -0.019 0.000
H -0.86678 1.60911 6.15180 0.004 -0.006 -0.013 0.000
H -2.33130 0.40748 3.70072 0.005 0.026 -0.009 0.002
H -1.71354 -0.99903 4.72559 0.025 -0.032 -0.002 0.000
H -2.25006 -3.11687 5.78992 -0.003 -0.002 0.017 0.000
H -2.59201 -5.16590 4.43934 -0.002 -0.024 0.007 0.000
H -2.37472 -5.05581 1.98125 0.000 -0.020 -0.009 0.001
O 1.19471 1.60731 -1.34248 0.027 0.021 -0.010 0.026
C 0.66863 2.11884 -2.51423 -0.109 -0.005 0.036 0.001
C 1.12103 3.25934 -3.15123 -0.010 -0.021 -0.005 0.001
C 0.48618 3.66986 -4.31897 -0.003 -0.011 -0.005 0.000
C -0.57261 2.95013 -4.85265 0.012 0.000 0.019 0.001
C -0.96945 1.76736 -4.24807 0.005 0.011 0.013 0.002
C -0.34048 1.33286 -3.08238 0.077 0.042 0.032 0.009
P -0.66035 -0.31788 -2.44058 -0.039 0.004 -0.041 0.033
C -2.37458 -0.73325 -2.81364 0.011 0.065 0.005 0.005
C -2.70422 -1.91860 -3.46849 -0.010 -0.001 0.007 -0.002
C -4.03992 -2.27324 -3.60597 0.011 0.010 -0.012 0.003
C -5.03665 -1.45691 -3.08716 0.011 0.014 0.004 -0.001
C -4.70857 -0.26962 -2.44182 0.009 -0.012 -0.019 0.001
C -3.37935 0.09735 -2.30268 -0.006 -0.022 -0.001 0.002
C 0.40642 -1.47781 -3.31005 -0.005 -0.036 0.021 0.006
C 0.74811 -1.21863 -4.63805 -0.016 -0.008 -0.006 0.000
C 1.50863 -2.13699 -5.34637 -0.001 0.002 0.015 0.000
C 1.92786 -3.31303 -4.73887 -0.008 0.006 0.010 0.000
C 1.59966 -3.56965 -3.41409 -0.001 0.004 -0.010 0.000
C 0.84881 -2.65167 -2.69940 -0.015 0.001 -0.057 0.004
C 1.64053 2.30243 -0.24291 -0.061 -0.012 0.001 0.003
C 1.76170 3.67482 -0.12772 -0.017 -0.010 0.003 0.001
C 2.32548 4.20213 1.02799 0.015 -0.037 0.014 0.001
C 2.78878 3.37691 2.04305 -0.018 0.009 -0.036 0.001
C 2.61315 2.00757 1.94543 0.023 0.015 0.016 0.000
C 1.98505 1.46102 0.82533 0.024 0.016 -0.030 0.003
P 1.62338 -0.28988 0.63145 -0.144 -0.035 -0.040 0.012
C 1.50218 -1.15127 2.21197 -0.032 -0.025 -0.023 0.016
C 1.47976 -2.55178 2.16852 0.060 0.011 0.003 0.010
C 1.40518 -3.28718 3.34001 0.006 0.025 0.020 0.000
C 1.33824 -2.63368 4.56261 0.001 0.012 -0.033 0.006
C 1.28539 -1.24595 4.60633 -0.003 -0.013 -0.002 0.003
C 1.34417 -0.50220 3.43940 0.045 0.030 0.017 0.003
C 2.90967 -1.06810 -0.36347 0.027 0.061 -0.043 0.005
C 3.85897 -1.88734 0.25857 -0.013 -0.010 0.061 -0.001
C 4.93865 -2.36970 -0.46373 -0.011 0.011 -0.006 0.001
C 5.09210 -2.03469 -1.80101 -0.020 0.013 0.010 -0.001
C 4.17114 -1.19606 -2.41503 0.019 -0.010 0.027 0.000
C 3.08983 -0.70973 -1.70401 -0.006 0.014 0.004 0.000
H 1.96310 3.81686 -2.77149 0.014 -0.014 -0.017 0.000
H 0.83216 4.56624 -4.81530 0.004 0.012 -0.007 0.000
H -1.06714 3.29276 -5.75027 -0.006 0.000 -0.013 0.000
H -1.76407 1.17480 -4.68469 -0.014 0.000 -0.005 0.000
H -1.92929 -2.54841 -3.88707 0.012 -0.024 -0.004 0.000
H -4.30322 -3.17857 -4.13558 -0.001 -0.017 0.001 0.000
H -6.07468 -1.73693 -3.20248 -0.016 -0.004 0.000 0.000
H -5.48995 0.37441 -2.06255 -0.012 0.011 0.003 0.000
H -3.12406 1.03861 -1.82789 -0.002 0.005 0.010 0.000
H 0.42683 -0.30751 -5.12485 -0.004 0.016 -0.009 0.000
H 1.76897 -1.93476 -6.37605 0.005 0.004 -0.016 0.000
H 2.51679 -4.02780 -5.29725 0.006 -0.010 -0.009 0.000
H 1.94130 -4.47740 -2.93608 0.007 -0.017 0.008 0.000
H 0.64736 -2.84233 -1.65429 -0.008 -0.004 0.034 0.004
H 1.43432 4.33655 -0.91239 -0.008 0.019 0.017 0.000
H 2.42961 5.27526 1.11576 0.002 0.008 -0.001 0.000
H 3.28374 3.79749 2.90601 0.009 0.011 0.023 0.000
H 2.98687 1.36745 2.73165 0.006 0.015 -0.016 0.000
H 1.56738 -3.07312 1.22272 0.008 -0.008 -0.035 0.000
H 1.42558 -4.36717 3.29847 -0.005 -0.034 0.000 0.000
H 1.31590 -3.20524 5.48043 -0.001 -0.013 0.021 0.000
H 1.20740 -0.73557 5.55653 -0.006 0.010 0.015 0.000
H 1.26912 0.57431 3.50379 -0.018 -0.025 0.005 0.000
H 3.78893 -2.13086 1.30870 -0.023 -0.010 0.000 0.000
H 5.66922 -2.99566 0.02893 0.014 -0.014 0.009 0.000
H 5.93897 -2.41058 -2.35843 0.016 -0.007 -0.008 0.000
H 4.29950 -0.91143 -3.45013 0.001 0.006 -0.025 0.000
H 2.40118 -0.04518 -2.19787 0.028 -0.021 0.009 0.000
```
Forces are in eV/Å.